1.
20
Properties=species:S:1:pos:R:3:forces:R:3:nbo_charge:R:1 method="wB97M-V/def2-TZVPD" smiles="CC/C(C)=C/N.O" e_above_lowest_kcal_mol=33.1 orbital_gap_ev=8.59 lumo_energy_ha=0.031 energy_ha=-328.26604
C 1.4005 -2.0482 -1.1954 -0.1 0.0 -0.6 -0.606
C 0.2373 -1.5290 -0.3533 -0.2 -1.2 -0.2 -0.415
C 0.4351 -0.2087 0.3027 1.1 0.8 -0.7 -0.094
C 1.7937 0.1735 0.8944 -0.6 0.2 0.2 -0.647
C -0.4135 0.7954 0.0629 -1.6 -0.5 0.2 0.001
N -0.5778 1.9736 0.8094 1.1 -0.5 -0.6 -0.818
H 1.1244 -2.9578 -1.7368 -0.1 0.0 0.2 0.208
H 2.2999 -2.2754 -0.6242 -0.1 0.1 0.1 0.201
H 1.6596 -1.3337 -1.9777 0.1 0.2 0.1 0.201
H -0.0091 -2.3197 0.3634 0.4 0.1 0.6 0.200
H -0.7005 -1.5947 -0.9202 0.2 0.7 -0.3 0.206
H 1.7870 0.2862 1.9702 0.0 0.0 0.4 0.213
H 2.6231 -0.4791 0.6497 -0.1 -0.3 -0.2 0.221
H 2.0371 1.1526 0.4743 0.3 0.0 0.1 0.200
H -1.1724 0.6673 -0.7115 -0.2 -0.2 0.4 0.170
H 0.3404 2.3030 1.0894 -0.4 0.6 0.2 0.368
H -1.1749 2.6450 0.3513 0.3 0.3 0.1 0.389
O -3.7642 1.9320 0.0116 0.1 -0.7 0.1 -0.939
H -4.5745 1.7649 0.5035 -0.1 0.3 0.0 0.470
H -3.3511 1.0526 0.0363 0.1 0.4 -0.1 0.470

***

2.
20
Properties=species:S:1:pos:R:3:forces:R:3:nbo_charge:R:1 method="wB97M-V/def2-TZVPD" smiles=CN1CCCC1.O e_above_lowest_kcal_mol=45.5 orbital_gap_ev=8.86 lumo_energy_ha=0.029 energy_ha=-328.24635
C 1.2489 1.0499 -2.1031 -0.5 -2.0 0.6 -0.411
N 0.7198 0.3874 -0.8655 1.4 1.2 -0.4 -0.439
C -0.1971 -0.6793 -1.0576 -0.4 -0.2 -2.9 -0.217
C -0.3979 -1.3980 0.2594 -0.7 0.8 0.2 -0.420
C 0.8695 -0.9341 1.0773 -0.2 -1.2 0.0 -0.411
C 1.6633 0.0532 0.2041 -1.3 1.5 1.1 -0.230
H 0.6832 1.9300 -2.4559 0.3 -0.3 0.5 0.202
H 1.2308 0.2664 -2.9005 0.0 0.6 0.1 0.177
H 2.3010 1.2365 -1.9317 0.1 0.6 0.0 0.202
H 0.1371 -1.3643 -1.8881 0.6 -0.3 0.8 0.138
H -1.0011 -0.2469 -1.6730 -0.9 -0.1 1.1 0.199
H -0.5463 -2.4557 0.0607 0.8 -0.3 0.2 0.217
H -1.3670 -1.1826 0.7488 0.6 0.6 -0.1 0.210
H 0.6239 -0.4594 2.0306 -0.3 -0.2 -0.2 0.211
H 1.4390 -1.8347 1.3221 0.2 0.2 0.0 0.212
H 1.7835 0.9805 0.7750 0.0 0.1 0.2 0.181
H 2.7078 -0.1733 0.0550 0.3 -1.0 -1.2 0.180
O -3.3055 1.1528 2.2008 1.0 0.7 -0.7 -0.922
H -3.2960 1.9891 1.7077 -0.9 0.0 0.2 0.461
H -2.3656 0.9738 2.0388 -0.1 -0.7 0.5 0.461

***

3.
20
Properties=species:S:1:pos:R:3:forces:R:3:nbo_charge:R:1 method="wB97M-V/def2-TZVPD" smiles="C=CCCCN.O" e_above_lowest_kcal_mol=36.9 orbital_gap_ev=10.08 lumo_energy_ha=0.026 energy_ha=-328.26004
C 1.5039 2.2843 -1.9397 0.2 0.2 -0.1 -0.398
C 0.6063 1.7293 -1.1415 0.5 -0.9 0.1 -0.172
C -0.0733 0.4111 -1.3794 0.3 -0.1 -0.9 -0.456
C -0.1150 -0.5045 -0.1577 -0.6 0.8 0.3 -0.415
C 1.1931 -0.5668 0.6157 0.9 -1.7 -0.6 -0.225
N 2.3107 -1.1991 -0.1507 -0.5 0.6 -0.2 -0.821
H 1.8500 1.8033 -2.8511 -0.3 0.0 0.0 0.189
H 1.9589 3.2441 -1.7251 0.0 -0.1 0.2 0.200
H 0.4409 2.1106 -0.1526 -0.4 0.8 0.2 0.192
H -1.0340 0.6276 -1.8607 -0.3 -0.3 0.6 0.225
H 0.4414 -0.1463 -2.1696 0.3 0.2 -0.1 0.199
H -0.4221 -1.4987 -0.4691 0.2 -0.3 -0.1 0.205
H -0.9017 -0.2066 0.5353 -0.1 0.3 0.1 0.202
H 1.0552 -1.2900 1.4232 -0.2 0.5 0.4 0.193
H 1.5800 0.3666 1.0102 -0.3 0.2 0.1 0.198
H 1.9444 -2.0804 -0.4901 0.2 -0.2 -0.1 0.339
H 2.4831 -0.6481 -0.9920 0.1 0.0 0.2 0.345
O -5.0819 -1.8565 3.9615 0.3 0.4 0.1 -0.932
H -4.2852 -1.5101 4.3874 -0.2 -0.2 0.0 0.466
H -5.4549 -1.0699 3.5459 -0.1 -0.2 0.0 0.466

***

Respective highest occupied orbital energy values: -7.73; -8.06; -9.38 eV.